# 1
The following is a quantum chemistry calculation of C36H96As5F30N6O6 as an isolated structure, from the Open Molecules 2025 dataset.

Its frontier orbital gap is 0.261 Ha. As for the net charge: +1. The lowest unoccupied orbital energy is -3.21 eV.

XYZ file:
```
179
Properties=species:S:1:pos:R:3:forces:R:3
C -2.4205 9.6422 4.9108 -0.207 1.324 0.029
C -1.5095 9.8917 3.7040 -0.882 -0.657 -0.575
N -0.2650 9.0356 3.6860 1.975 0.415 -0.028
C 0.6032 9.3694 4.8923 -0.598 -0.020 0.254
C -0.5086 7.5327 3.6618 -1.774 -0.332 -0.038
C -1.4032 7.0171 2.5150 0.713 -0.147 -0.811
C 0.6756 9.3836 2.4723 0.195 0.755 0.173
C 0.8568 10.8916 2.1615 -0.515 -0.064 -0.114
O -0.2880 11.5213 1.6332 -0.178 0.618 -0.847
C -0.6665 11.2331 0.2404 0.604 -0.867 1.424
H -3.3561 10.1973 4.8429 -0.237 -0.096 -0.998
H -2.0324 10.2820 5.7034 0.486 -0.928 0.704
H -2.7396 8.6377 5.1886 0.637 0.015 0.028
H -1.2644 10.9523 3.6485 0.463 -0.259 0.210
H -1.9444 9.6936 2.7244 -0.412 -0.142 0.180
H 0.8045 10.4398 4.8516 -0.023 -0.159 0.146
H 1.5421 8.8159 4.9043 -0.169 -0.058 -0.416
H 0.0811 9.1140 5.8145 -0.174 0.129 -0.183
H -1.1673 7.2019 4.4647 0.644 0.788 0.950
H 0.4723 7.0873 3.8274 -0.170 -0.205 -0.568
H -2.4294 7.3845 2.5142 0.226 0.739 0.193
H -1.6146 5.9530 2.6199 0.653 -0.175 0.278
H -0.9579 7.1372 1.5274 -0.162 0.032 -0.067
H 0.3969 8.8381 1.5708 -0.390 -0.007 0.286
H 1.6707 9.0479 2.7643 -0.161 -0.356 0.041
H 1.7469 11.0556 1.5541 -0.026 -0.625 -0.743
H 1.1922 11.4676 3.0240 -0.631 -0.057 0.479
H 0.2106 11.1502 -0.4014 0.056 0.193 0.006
H -1.3712 11.9692 -0.1464 0.255 0.139 0.450
H -1.1526 10.2586 0.2887 -0.184 -0.097 -0.472
C -5.1569 -8.2488 -7.7936 -0.323 -0.804 0.924
C -6.3451 -7.8185 -6.8891 0.309 -0.072 -0.133
N -6.2794 -8.2822 -5.3773 0.398 1.417 1.276
C -5.0521 -7.5622 -4.7730 0.968 -1.842 -1.384
C -7.4779 -7.7993 -4.5381 -1.617 -0.177 -1.070
C -7.6432 -6.3140 -4.2555 0.904 -0.357 -0.626
C -6.2999 -9.8691 -5.1324 0.813 1.196 -0.330
C -7.0247 -10.6514 -6.2140 0.176 -0.755 0.847
O -8.3358 -10.1612 -6.4068 1.257 1.697 -0.261
C -9.2992 -10.9147 -7.0684 -0.929 -1.156 -0.312
H -5.2924 -9.3216 -7.9309 0.726 0.102 -0.442
H -4.1717 -8.0046 -7.3963 -0.101 -0.336 0.540
H -5.0717 -7.7322 -8.7495 -0.967 -0.016 -0.057
H -7.3081 -8.1885 -7.2409 0.205 -0.067 -0.089
H -6.3291 -6.7338 -6.9955 -0.439 0.101 1.089
H -4.9584 -7.6897 -3.6945 -0.279 0.034 -0.169
H -4.8984 -6.5451 -5.1334 -0.925 0.104 0.322
H -4.2312 -8.0613 -5.2879 0.331 -0.207 0.612
H -7.4889 -8.3513 -3.5983 0.282 -0.076 -0.253
H -8.2923 -8.1369 -5.1790 -0.370 -0.204 0.519
H -8.4572 -6.0785 -3.5700 0.101 -0.526 0.119
H -7.8900 -5.8009 -5.1850 0.410 0.321 0.058
H -6.6934 -6.0142 -3.8126 -0.298 0.791 -0.032
H -6.6726 -10.1348 -4.1432 -0.522 0.881 -0.056
H -5.2561 -10.1644 -5.0255 0.119 -0.055 -0.691
H -7.0543 -11.6607 -5.8033 -0.183 -0.324 0.143
H -6.3225 -10.7689 -7.0393 -0.747 0.430 -0.898
H -10.1472 -10.3447 -7.4481 0.189 0.861 0.633
H -9.7068 -11.6067 -6.3315 -0.069 -0.535 -0.375
H -9.0065 -11.3913 -8.0040 0.784 -0.451 0.268
C 10.1503 -1.3886 -3.4762 -1.233 1.034 1.254
C 9.5935 -1.2594 -2.0309 0.099 0.016 1.616
N 8.3371 -0.3522 -1.7456 -1.649 -1.080 -0.179
C 7.1628 -0.9460 -2.5669 1.222 0.854 -0.805
C 7.8079 -0.5618 -0.3365 1.575 -0.475 0.630
C 8.7687 -0.1643 0.8482 -1.709 -0.768 -0.714
C 8.5234 1.1576 -2.0365 1.442 -2.109 -1.300
C 9.8812 1.7851 -1.5388 -1.072 1.636 -0.050
O 11.0762 1.5306 -2.2336 -0.446 -2.593 -0.555
C 12.0832 2.4069 -1.8942 1.353 1.944 0.708
H 10.2156 -0.3313 -3.7329 0.273 -0.215 -1.006
H 9.4785 -1.9748 -4.1032 -0.033 0.316 -0.079
H 11.1360 -1.8474 -3.5540 -0.068 0.135 0.576
H 10.2758 -0.8354 -1.2942 0.630 0.150 -0.619
H 9.3488 -2.1995 -1.5365 -0.400 -0.213 -0.439
H 6.2402 -0.3807 -2.4359 0.220 0.125 0.108
H 6.9993 -1.9904 -2.3012 0.231 0.160 0.081
H 7.5208 -0.8636 -3.5932 -0.496 -0.187 -0.102
H 7.5297 -1.6120 -0.2479 0.788 -0.343 -0.066
H 6.7870 -0.1834 -0.2853 0.369 1.123 0.058
H 8.1945 -0.6458 1.6397 0.163 0.625 0.671
H 8.8801 0.9134 0.9679 -0.171 -0.260 0.237
H 9.7319 -0.6714 0.9041 -0.016 0.072 -0.584
H 7.5661 1.6367 -1.8312 0.443 0.303 0.987
H 8.4876 1.1528 -3.1259 0.569 0.318 -0.208
H 10.0723 1.7190 -0.4677 -0.295 -0.343 0.025
H 9.7187 2.8433 -1.7436 -0.531 0.436 0.357
H 12.1694 2.6867 -0.8443 -1.173 0.175 0.505
H 11.9958 3.3175 -2.4869 -0.038 0.239 0.050
H 13.1334 2.1181 -1.9374 -0.245 -1.251 -1.219
C 0.3219 -1.4138 2.1925 -0.832 0.491 1.139
C -1.0420 -2.1104 2.1310 0.733 1.105 -0.939
C -1.9932 -1.2467 1.2516 0.290 -0.164 0.871
O -3.0706 -2.0452 0.9097 0.113 -0.531 -0.507
C -4.1973 -1.3548 0.4395 -1.007 -0.494 0.039
N -0.7506 -3.3897 1.4485 -1.416 0.311 -1.106
H -1.0435 -3.1740 0.5063 0.506 -0.588 -1.039
H 0.2313 -3.6194 1.5050 0.184 -0.762 0.007
H -1.4147 -4.0975 1.7281 0.236 -0.927 0.380
H 0.9968 -1.9709 2.8423 0.081 0.218 0.100
H 0.0926 -0.4295 2.6009 0.554 0.086 0.234
H 0.7947 -1.2504 1.2241 -0.286 -0.269 -0.182
H -1.5164 -2.4349 3.0572 0.200 0.861 0.287
H -1.5799 -0.8206 0.3375 0.840 -0.223 -0.128
H -2.2597 -0.3693 1.8409 -0.321 0.032 0.393
H -4.1113 -0.6188 -0.3599 1.084 0.387 0.131
H -4.6529 -0.9135 1.3259 -0.552 0.162 -0.270
H -4.8197 -2.0988 -0.0576 -0.302 -0.153 0.615
C -6.4578 5.4533 -2.3733 1.388 -0.055 -0.630
C -6.4415 6.1028 -3.7628 -0.819 1.688 -0.144
C -5.1362 6.1255 -4.6086 -0.440 -1.022 0.633
O -5.3435 6.5101 -5.9711 0.289 0.327 1.472
C -4.1813 7.0087 -6.6792 -0.105 0.088 -0.319
N -7.5564 5.4773 -4.5765 0.560 -0.250 -0.061
H -7.1498 4.6961 -5.0710 -0.125 -0.625 -0.355
H -8.3038 5.1617 -3.9749 -0.312 -0.248 0.185
H -7.9434 6.1018 -5.2695 0.047 0.384 -0.372
H -5.8336 5.9949 -1.6625 0.144 0.200 -0.271
H -5.9745 4.4833 -2.4905 -0.443 -0.380 0.455
H -7.4398 5.4413 -1.9004 -0.106 -0.290 -0.366
H -6.8041 7.1233 -3.6395 0.186 0.217 -0.096
H -4.7400 5.1107 -4.5718 0.257 -0.292 -0.161
H -4.4651 6.7018 -3.9718 0.344 0.566 -0.600
H -3.3455 6.3172 -6.7859 -0.390 -0.634 0.142
H -3.7152 7.8940 -6.2465 -0.545 0.223 0.369
H -4.5726 7.2531 -7.6667 0.177 0.004 0.104
C 3.5667 -0.5944 8.9681 -0.904 0.792 0.090
C 4.4220 -0.0788 7.8321 0.302 -0.751 -0.390
C 3.7906 0.9090 6.7710 1.366 0.050 -0.023
O 4.6308 1.0279 5.5953 0.433 -0.419 0.424
C 4.5320 2.2144 4.7874 -0.993 0.302 0.798
N 5.7554 0.4842 8.4358 -1.295 -0.151 -1.046
H 6.2654 0.7236 7.5975 0.675 0.600 -0.122
H 5.6204 1.2540 9.0755 -0.027 0.503 0.019
H 6.2497 -0.2479 8.9257 0.116 -0.394 0.153
H 2.8542 -1.3200 8.5757 0.235 -0.235 0.093
H 2.9359 0.1590 9.4399 0.081 0.311 -0.049
H 4.1782 -1.0159 9.7659 -0.028 -0.356 -0.194
H 4.8320 -0.9860 7.3884 -0.203 0.157 -0.751
H 3.7433 1.8683 7.2863 -0.367 0.345 -0.051
H 2.8002 0.5928 6.4434 -0.069 -0.206 0.477
H 3.4997 2.5326 4.6418 -0.336 -0.195 0.239
H 4.8881 2.1003 3.7636 0.506 -0.650 0.399
H 5.0261 3.0491 5.2847 0.302 0.043 -0.056
As 4.4515 -6.5279 3.8930 0.819 1.092 0.604
F 5.3475 -4.9113 3.9464 -0.826 -1.458 -0.237
F 5.9644 -7.3067 3.3001 -1.625 0.916 0.203
F 3.6455 -8.1054 3.8401 0.619 1.747 0.098
F 3.0164 -5.6684 4.5738 1.224 -1.012 -0.597
F 3.8485 -6.0308 2.2296 0.898 -0.928 1.907
F 5.0900 -6.7678 5.6033 -1.027 0.045 -1.976
As 1.2045 -4.6150 -4.1901 -0.025 -0.637 -1.847
F 0.5769 -5.7634 -5.3407 0.398 0.023 0.075
F 0.1548 -5.4199 -2.9689 0.809 0.935 -0.842
F 1.6652 -3.4749 -2.9791 0.171 0.016 -0.256
F 2.2504 -3.8438 -5.5070 -1.033 -0.838 1.870
F -0.1235 -3.5140 -4.8067 1.150 -0.863 1.234
F 2.5899 -5.7342 -3.8196 -1.597 1.480 -0.184
As 0.8524 3.6218 -2.4204 0.669 -1.156 -1.265
F 0.7379 3.2113 -0.6678 -0.132 0.432 -1.562
F 0.3614 1.9427 -2.9254 0.135 1.946 1.004
F 1.0298 3.9692 -4.2032 -0.428 0.195 2.149
F 1.4545 5.2789 -1.9615 -0.949 -1.605 -0.544
F 2.5246 3.0325 -2.4405 -0.869 0.593 0.302
F -0.8612 4.1524 -2.4391 1.462 -0.201 0.125
As -3.0237 -0.1989 8.4042 0.097 -1.076 0.640
F -4.3164 -0.3072 7.2220 0.857 -0.154 -0.352
F -3.2155 -1.9396 8.7901 0.354 1.781 -0.248
F -1.6929 -0.0610 9.6984 -1.886 -0.037 -1.582
F -2.7589 1.4814 7.9511 -0.077 -0.379 0.489
F -4.3786 0.2258 9.4795 1.660 -0.052 0.082
F -1.7715 -0.6087 7.1862 -0.782 0.133 0.812
As -3.8663 -8.7637 2.8794 2.733 -0.711 1.189
F -3.4884 -10.3416 3.6738 -1.160 1.470 -0.952
F -2.0513 -8.6988 2.5192 -2.167 0.128 0.265
F -4.0060 -7.1962 2.1268 -0.163 -0.091 0.164
F -5.6252 -8.7915 3.1545 1.526 -0.191 0.035
F -3.5111 -7.9683 4.5133 -0.866 -0.873 -2.201
F -4.1123 -9.5374 1.2798 0.004 0.443 1.290
```
Positions in Å, forces in eV/Å.

Mulliken atomic charge list, values in e, 6 entries: number 1, C, carries -1.4158; number 2, C, carries -0.4852; number 3, N, carries 0.2874; number 4, C, carries -1.1291; number 5, C, carries -0.4131; number 6, C, carries -1.1767


# 2
The following is a quantum chemistry calculation of one molecule with the formula C4H8O2P2, from the Open Molecules 2025 dataset.

Its frontier orbital gap (alpha / beta) is 0.244 / 0.240 Ha. As for the net charge: 0. The lowest unoccupied orbital energy (alpha / beta) is 0.24 / 0.38 eV.

XYZ file:
```
16
Properties=species:S:1:pos:R:3:forces:R:3
C 1.0536 0.0942 0.4724 -0.475 0.526 1.077
C -0.9310 -0.7642 -0.4790 -0.023 0.902 2.228
C 1.4810 1.0392 1.5867 0.817 0.214 -3.466
C -2.3738 -0.5719 -0.1199 -0.122 0.972 -0.423
O -0.2734 0.1542 0.2024 1.252 -0.158 -0.222
O -0.3371 -1.8328 -0.8720 0.397 -1.334 -1.169
P 2.2465 -0.8636 -0.3442 1.840 0.005 -0.501
P 1.1982 -2.7591 -0.4084 -1.133 -0.371 0.248
H 2.6086 0.9945 1.4295 -1.320 0.495 1.327
H 1.1039 2.0534 1.2839 0.452 -0.686 0.695
H 1.0386 0.6809 2.4771 0.183 0.036 1.454
H -2.7557 -0.7110 0.9120 1.093 -0.015 -0.001
H -2.5289 0.5209 -0.3697 -0.525 -1.400 0.030
H -2.9370 -1.2803 -0.6676 -0.969 -0.168 -1.094
H 3.1809 -1.2047 0.7795 -1.078 0.295 -0.877
H 1.4724 -3.2301 -1.7738 -0.391 0.687 0.694
```
Positions in Å, forces in eV/Å.

Mulliken atomic charge list, values in e, 6 entries: number 1, C, carries 0.3319; number 2, C, carries 0.6765; number 3, C, carries -1.0126; number 4, C, carries -1.1040; number 5, O, carries -0.2561; number 6, O, carries -0.4048


# 3
The following is a quantum chemistry calculation of C12H36AlO6S6 as an isolated structure, from the Open Molecules 2025 dataset.

Its frontier orbital gap is 0.135 Ha. As for the net charge: +3. The lowest unoccupied orbital energy is -13.17 eV.

XYZ file:
```
61
Properties=species:S:1:pos:R:3:forces:R:3
Al -0.1191 0.5016 -0.4536 0.399 0.292 0.559
C -3.9439 2.2961 3.2426 0.240 -0.584 -0.216
S -2.4717 1.1142 2.8574 -1.440 -0.207 0.606
O -2.1652 1.1149 1.3742 0.153 0.070 -1.016
C -3.3922 -0.4725 3.2339 0.589 1.480 -0.557
H -3.7185 3.3580 3.1447 0.454 -0.251 -0.502
H -4.2640 2.1947 4.2796 0.528 -0.491 0.215
H -4.8182 2.0005 2.6627 0.248 0.045 -0.345
H -2.6834 -1.2835 3.0668 0.043 0.138 0.705
H -4.2523 -0.7003 2.6043 -0.097 0.609 -0.044
H -3.6882 -0.1710 4.2387 -0.028 -1.089 0.287
C -4.6824 0.9123 -0.5791 0.048 -0.639 0.915
S -3.7387 1.4159 -2.0666 0.496 -0.589 0.437
O -2.2225 1.5996 -1.8114 -0.225 -0.716 0.726
C -3.8707 -0.0912 -3.0507 0.321 -1.269 0.314
H -4.6669 1.5517 0.3036 0.286 1.037 -0.810
H -4.3270 0.0052 -0.0904 0.501 -0.481 -0.776
H -5.7294 0.7334 -0.8236 0.053 0.223 -0.567
H -3.5026 -0.9534 -2.4946 0.416 0.219 0.646
H -3.2214 -0.0619 -3.9257 -0.307 0.658 -0.088
H -4.8659 -0.4673 -3.2878 -0.329 0.972 -0.225
C 1.0298 -4.3477 -1.5662 1.075 0.229 -0.497
S 1.9725 -3.3356 -0.2780 -4.156 -0.678 -0.683
O 1.3296 -1.9427 -0.3614 0.922 0.107 -0.629
C 0.9304 -4.1549 0.9571 1.374 0.156 1.595
H 0.9685 -5.4291 -1.4441 0.578 0.016 0.709
H 1.5711 -4.2191 -2.5035 -0.594 0.393 -0.225
H -0.0061 -4.0128 -1.5116 0.268 0.525 -0.322
H -0.1336 -3.9238 1.0085 0.076 0.165 -1.053
H 1.3156 -3.7551 1.8951 0.155 -0.472 0.219
H 1.1248 -5.2249 0.8833 -0.072 0.068 0.242
C 1.1253 5.2656 -3.1160 -0.977 0.373 -0.584
S 1.9283 3.7057 -2.5712 -0.443 -0.798 -0.625
O 0.8112 2.7742 -2.0177 0.283 0.635 -0.802
C 2.4339 3.0605 -4.3139 -1.133 -0.061 0.538
H 0.6177 5.0960 -4.0656 0.459 -0.239 -0.280
H 1.7945 6.1234 -3.1828 0.710 -0.562 -0.126
H 0.3003 5.6961 -2.5484 0.129 -0.849 1.030
H 2.7138 3.9187 -4.9248 0.379 -0.009 0.338
H 1.5686 2.6057 -4.7962 -0.498 0.311 0.333
H 3.1463 2.2355 -4.3134 0.428 0.557 0.606
C 0.0438 -2.3122 3.9162 0.813 -0.280 0.601
S 1.3727 -1.1590 3.2714 -2.160 0.899 -0.864
O 0.8179 -0.5297 1.9702 0.225 -0.201 0.453
C 1.2011 0.1868 4.5141 0.627 -0.626 0.109
H 0.4640 -2.7211 4.8350 0.134 0.258 0.321
H -0.0934 -3.2244 3.3355 0.269 0.451 -0.578
H -0.9466 -1.9300 4.1639 0.315 0.673 -0.214
H 1.5403 1.1445 4.1194 -0.585 -0.123 -0.739
H 1.9709 0.0549 5.2745 -0.362 -0.641 0.433
H 0.1803 0.1615 4.8954 0.256 0.337 0.066
C 4.4777 -0.6879 -2.6966 0.059 0.662 -0.627
S 4.0950 0.6166 -1.4830 0.356 -2.134 0.005
O 2.5959 0.8078 -1.4487 -0.705 0.178 0.341
C 4.5507 -0.3934 -0.0450 -0.613 -0.535 0.113
H 5.5558 -0.6585 -2.8546 0.052 0.144 -0.064
H 3.9696 -0.3831 -3.6116 0.156 -0.031 -0.089
H 4.2061 -1.7187 -2.4692 -0.315 0.295 0.551
H 4.1575 -1.4026 -0.1679 -0.768 0.225 -0.277
H 4.0381 0.0772 0.7940 0.650 -0.018 0.243
H 5.6043 -0.6619 0.0325 0.285 1.177 0.166
```
Positions in Å, forces in eV/Å.

Mulliken atomic charge list, values in e, 6 entries: number 1, Al, carries 1.6020; number 2, C, carries -1.0659; number 3, S, carries 0.5014; number 4, O, carries -0.4949; number 5, C, carries -0.9038; number 6, H, carries 0.3872


Ordered energy relative to the best compared isomer or geometry (same formula, charge and spin) results: 411.7, 65.2, 258.2; unit kcal per mole.